A molecular structure, H38O19Rb at a distorted geometry. Source: the OMol25 dataset; level of theory: ωB97M-V/def2-TZVPD.

* HOMO level: -0.46268 Ha
* HOMO-LUMO gap: 9.476 eV
* multiplicity: 1
* total charge: +1
* ΔE to the lowest compared entry with this formula, charge and spin: 16.6 kcal per mole

Cartesian coordinates (Å):
Rb  4.079  20.253  -4.115
O  2.811  24.478  -0.536
O  5.288  20.788  -1.513
O  3.580  18.961  -6.728
O  4.709  15.097  -4.580
O  -0.052  19.267  -4.794
O  2.542  22.765  -3.762
O  4.097  16.389  -6.727
O  4.435  17.519  -0.637
O  7.246  18.134  -2.054
O  2.762  17.936  -2.984
O  6.811  20.129  -5.624
O  1.868  18.081  0.333
O  8.832  21.962  -6.125
O  0.510  23.092  -5.917
O  2.048  15.340  -3.989
O  8.893  20.936  -2.861
O  7.026  23.980  -3.920
O  4.841  24.178  -5.508
O  3.808  21.805  -6.648
H  5.974  20.662  -0.857
H  2.656  23.608  -4.201
H  0.867  22.884  -6.781
H  1.998  18.076  -2.424
H  3.015  21.875  -7.178
H  1.984  24.322  -0.079
H  6.935  19.385  -6.213
H  8.132  22.573  -5.892
H  6.400  24.105  -4.632
H  2.765  23.918  -1.311
H  4.554  21.159  -1.024
H  4.815  15.690  -3.836
H  0.577  18.582  -5.021
H  2.938  15.436  -4.329
H  5.464  14.512  -4.531
H  4.411  15.786  -6.054
H  1.601  14.796  -4.637
H  6.470  18.302  -1.519
H  6.900  24.741  -3.353
H  2.785  17.972  0.082
H  8.040  21.190  -3.214
H  4.109  24.280  -4.901
H  3.539  18.016  -6.586
H  9.255  22.360  -6.886
H  7.581  20.679  -5.767
H  2.525  17.188  -3.532
H  3.123  19.101  -7.557
H  4.217  16.590  -0.557
H  4.353  21.170  -7.113
H  1.749  17.487  1.073
H  1.669  22.474  -4.024
H  4.653  23.364  -5.976
H  8.686  20.374  -2.115
H  -0.581  18.885  -4.093
H  0.723  24.016  -5.785
H  6.937  17.553  -2.749
H  4.654  16.213  -7.486
H  4.093  17.773  -1.494